Entry 1:
C32H25Cl2N6NaO4S | ωB97M-V with the def2-TZVPD basis set

Element x y z (Å)
1 H 4.448 -2.762 -3.515
2 C -4.591 -0.902 -2.005
3 O -0.757 0.648 -1.865
4 C 2.197 -2.525 0.138
5 Na 0.432 0.524 0.177
6 O -0.080 2.689 0.326
7 C -0.286 1.519 -2.877
8 Cl -0.725 -1.638 -5.364
9 H -1.339 -3.565 -4.165
10 H 1.536 -1.288 4.034
11 H -0.331 1.026 -3.854
12 C -2.507 -5.466 4.209
13 C -1.667 -3.137 2.825
14 H -0.817 -5.110 5.473
15 H -5.589 -1.322 -2.018
16 H -1.880 6.705 2.201
17 H 2.932 4.602 0.289
18 H 0.747 1.726 -2.612
19 C 3.714 0.288 -1.395
20 H -4.083 -5.535 2.738
21 N 2.288 2.097 -0.789
22 C 1.350 7.159 1.278
23 C 3.343 1.434 -0.543
24 H 2.933 -0.961 -4.273
25 N 2.137 3.251 -0.026
26 O 2.908 5.613 0.431
27 H -4.762 0.018 -3.937
28 N 3.149 0.195 -2.598
29 H -0.877 2.440 -2.879
30 C -3.770 -1.096 -0.900
31 C 0.631 -1.805 3.745
32 C -0.894 6.477 1.818
33 C 3.432 -0.884 -3.313
34 O 0.308 -0.117 2.170
35 S 3.021 -3.940 0.489
36 H 3.978 1.678 0.315
37 C 4.618 -0.646 -0.899
38 H -0.127 8.465 2.099
39 C -2.801 -3.874 2.416
40 Cl -0.034 -2.399 -2.589
41 C -3.208 -4.998 3.089
42 H 5.545 -2.544 -1.268
43 H 2.132 7.907 1.239
44 C -2.496 -0.562 -0.845
45 N 1.640 -1.543 -0.131
46 H -3.342 -3.536 1.546
47 C 1.658 5.867 0.844
48 H 5.018 -0.529 0.099
49 C 0.662 4.873 0.873
50 N -1.615 -0.707 0.266
51 H -2.150 -2.083 -3.548
52 C -2.028 0.194 -1.940
53 H -1.327 4.408 1.382
54 H -2.828 -6.359 4.732
55 H 0.795 -3.340 5.185
56 H -4.107 -1.673 -0.049
57 C 4.906 -1.764 -1.660
58 H -2.495 0.977 -3.880
59 C -0.592 5.200 1.373
60 C -1.224 -1.954 2.137
61 C -0.093 -1.205 2.619
62 C 0.089 7.458 1.759
63 C 4.293 -1.890 -2.896
64 C -4.132 -0.151 -3.072
65 C -2.852 0.399 -3.043
66 C -1.393 -4.772 4.618
67 C 0.877 3.475 0.347
68 N -1.964 -1.661 1.027
69 C 0.220 -2.922 4.364
70 C -0.963 -3.621 3.947
71 C -1.209 -2.527 -3.870

Atomic forces in eV per Å
0.013 -0.039 -0.026
-0.037 -0.020 0.029
-0.275 -0.093 0.136
0.471 -0.944 0.148
0.093 -0.123 -0.473
-0.183 -0.009 -0.248
0.063 -0.054 -0.048
-0.010 -0.085 0.121
0.057 0.105 0.057
0.036 0.035 0.039
0.020 0.066 0.011
0.002 0.031 -0.019
-0.047 -0.152 0.093
0.006 -0.024 0.014
-0.007 -0.016 -0.016
-0.025 0.011 0.014
-0.087 0.162 -0.398
-0.010 0.066 -0.044
0.081 0.181 0.278
-0.019 -0.021 0.006
0.097 0.486 0.571
0.053 -0.023 -0.011
0.091 -0.093 -0.200
-0.016 -0.005 -0.047
-0.051 -0.529 -0.220
0.092 -0.038 0.220
-0.002 0.001 -0.002
-0.011 -0.031 -0.043
0.030 0.018 -0.067
-0.230 -0.107 -0.003
-0.091 0.029 -0.033
0.014 -0.013 -0.006
0.033 -0.128 -0.038
-0.160 -0.219 0.654
-0.174 0.397 -0.075
0.022 0.046 -0.148
-0.024 -0.108 -0.152
-0.002 0.021 0.000
-0.012 0.006 -0.021
0.116 -0.032 -0.010
-0.059 -0.086 0.027
-0.001 -0.001 -0.025
0.012 0.024 0.005
0.378 -0.012 0.291
-0.175 0.354 -0.166
-0.028 0.006 -0.030
0.042 -0.001 0.099
0.018 0.004 0.022
-0.004 0.008 0.040
-0.352 -0.243 -0.094
0.135 -0.050 -0.008
0.040 0.061 -0.134
-0.052 -0.061 0.016
-0.015 -0.023 0.009
-0.013 0.018 0.003
-0.001 0.029 -0.008
-0.041 0.032 0.073
0.003 0.018 -0.056
-0.030 0.029 -0.065
-0.226 0.086 -0.339
0.176 0.081 0.078
-0.028 0.063 0.012
-0.026 0.020 -0.008
0.008 0.070 -0.100
0.012 0.011 0.145
-0.010 -0.060 0.049
0.127 0.594 0.241
0.309 0.317 -0.071
0.066 -0.026 0.037
0.080 0.015 0.066
-0.259 -0.031 -0.154

Results
DFT total energy: -3344.932335 hartree
Energy above the lowest of the compared OMol25 structures with the same formula, charge and spin: 45.7 kJ/mol
Charge: -2
E_HOMO: -1.924 eV
F_max: 1.07 eV Å⁻¹
LUMO: 3.941 eV
Frontier orbital gap: 0.2155 hartree

Entry 2:
C15H33BrFINO4PSbSr | ωB97M-V with the def2-TZVPD basis set

Element x y z (Å)
1 C -2.189 3.013 -0.375
2 H -2.357 3.367 -1.398
3 H 3.906 0.405 1.787
4 C -1.113 1.917 -0.355
5 C 1.263 1.525 0.601
6 H 4.376 -1.087 0.919
7 I 2.459 -2.380 4.064
8 H -6.746 0.065 -1.958
9 O -5.603 1.443 -0.193
10 H 2.060 0.286 -3.662
11 C 5.439 1.193 -0.102
12 C 2.104 -2.818 0.481
13 C 1.913 -0.703 -1.734
14 H -8.012 -0.175 -0.747
15 O -0.392 -1.026 0.277
16 H -0.593 1.408 1.683
17 C 2.006 0.556 -2.598
18 Sr 5.297 1.071 -2.687
19 P 1.339 -0.420 3.157
20 C -3.518 2.562 0.231
21 O -5.890 -0.319 1.148
22 C 1.012 -3.781 0.887
23 Sb 1.563 -0.670 0.527
24 H 2.893 1.171 -2.339
25 H 6.182 0.417 -0.353
26 H 1.644 2.040 -0.297
27 H 0.605 -4.795 -0.971
28 H 1.134 1.198 -2.475
29 N 4.104 0.608 -0.324
30 H -1.582 0.933 -0.344
31 O -0.255 -0.863 3.339
32 H -0.734 -0.220 3.877
33 H -3.351 2.174 1.242
34 C -6.104 0.193 0.101
35 H 3.000 -2.942 1.086
36 H 2.835 -1.303 -1.848
37 H 5.549 2.055 -0.785
38 Br 1.851 -5.443 1.582
39 C -6.967 -0.384 -0.991
40 H -4.177 1.726 -1.660
41 H 5.677 1.568 0.896
42 H -0.785 -4.714 0.121
43 H 0.452 -3.428 1.754
44 C 0.082 -4.166 -0.248
45 H -0.259 -3.254 -0.742
46 C -0.172 1.991 0.856
47 C 3.768 -0.181 0.872
48 H -3.762 0.511 -0.440
49 H 3.435 1.382 -0.357
50 H -1.835 3.881 0.192
51 H -4.200 3.410 0.332
52 H 2.371 -3.010 -0.565
53 H -0.132 3.031 1.203
54 F 0.891 -1.446 -2.314
55 C -4.222 1.493 -0.588
56 H -0.787 -1.363 1.094
57 H -6.839 -1.466 -1.017
58 H 1.896 1.826 1.444
59 H -0.529 1.939 -1.284

Atomic forces in eV per Å
-0.062 0.030 0.077
-0.041 -0.077 0.050
0.003 0.036 -0.113
0.032 -0.237 0.008
-0.006 0.024 -0.120
-0.031 0.068 -0.100
0.181 -0.095 0.060
0.023 -0.042 0.057
-0.043 -0.096 -0.263
-0.024 -0.006 -0.039
-0.220 -0.065 -0.009
-0.126 0.089 -0.417
0.320 0.160 0.025
0.065 -0.004 -0.030
-0.107 0.002 -0.012
0.006 0.079 -0.068
0.015 -0.172 -0.285
-1.192 -1.164 -0.271
-0.194 0.238 -0.094
0.090 0.005 0.095
0.226 -0.572 0.712
-0.021 -0.077 0.094
-0.129 -0.552 0.688
-0.373 0.097 0.070
0.279 0.105 0.214
-0.090 -0.006 0.001
-0.012 0.072 0.017
0.106 0.096 0.030
1.744 1.170 -0.005
0.081 0.012 -0.147
-0.160 0.119 -0.200
0.094 -0.177 0.115
-0.061 0.043 -0.036
-0.059 0.617 -0.769
-0.088 0.112 0.095
-0.007 0.067 -0.046
0.528 0.800 0.612
-0.021 -0.039 -0.014
-0.100 -0.045 0.103
-0.047 0.039 0.085
-0.189 -0.022 -0.046
0.063 -0.012 -0.016
0.085 0.011 -0.053
-0.036 0.091 -0.008
-0.041 -0.064 0.018
0.021 0.161 0.078
-0.533 -0.811 -0.318
-0.009 0.033 0.024
-0.062 -0.124 0.228
0.008 -0.018 -0.111
0.038 -0.031 -0.074
0.061 -0.103 0.092
0.005 -0.055 0.003
-0.026 -0.130 -0.108
-0.025 0.024 0.119
0.071 0.125 -0.048
-0.037 0.090 0.001
-0.008 0.003 -0.038
0.033 0.174 0.085

Results
DFT total energy: -4530.521615 hartree
Charge: +1
E_HOMO: -8.821 eV
F_max: 2.10 eV Å⁻¹
LUMO: -6.565 eV
Frontier orbital gap: 0.0829 hartree

Entry 3:
C5H12O2 | ωB97M-V with the def2-TZVPD basis set

Element x y z (Å)
1 H 0.721 -1.998 -0.064
2 H 2.366 -0.528 0.573
3 C 1.912 0.420 0.311
4 O -2.568 -1.371 -0.505
5 H -2.518 -0.408 -0.510
6 H 0.934 2.194 0.822
7 C -0.141 -1.348 0.110
8 H 2.267 1.089 1.125
9 H -1.031 -1.745 -1.856
10 H -0.257 2.699 -0.387
11 C -0.140 2.247 0.610
12 O -0.585 0.917 0.638
13 H -0.464 -1.484 1.151
14 C 0.337 0.117 -0.068
15 H -0.690 2.817 1.361
16 H 0.271 0.383 -1.139
17 H 2.436 0.828 -0.567
18 H -1.371 -2.963 -0.631
19 C -1.282 -1.878 -0.789

Atomic forces in eV per Å
-0.032 -0.065 0.026
0.153 -0.335 -0.210
-0.364 -0.679 -0.251
0.044 0.373 0.045
-0.022 -0.041 0.099
-0.566 0.965 0.195
0.262 0.069 0.063
-1.041 -0.447 -0.210
0.005 0.123 0.184
-0.151 -0.013 0.108
0.165 0.340 0.009
0.079 -0.054 0.033
0.216 0.083 -0.102
0.768 -0.074 -0.022
0.117 -0.029 -0.144
0.012 -0.088 0.127
-0.281 -0.332 0.089
0.151 0.282 0.015
0.486 -0.080 -0.056

Results
DFT total energy: -348.132476 hartree
Energy above the lowest of the compared OMol25 structures with the same formula, charge and spin: 189.9 kJ/mol
Charge: 0
E_HOMO: -9.904 eV
F_max: 1.15 eV Å⁻¹
LUMO: 0.976 eV
Frontier orbital gap: 0.3998 hartree
SMILES: CO[C@@H](C)CCO

Entry 4:
C3H6N | ωB97M-V with the def2-TZVPD basis set

Element x y z (Å)
1 C -1.521 0.612 -0.168
2 H -1.852 -1.676 -0.326
3 H 1.790 0.640 0.182
4 H -0.320 0.092 1.491
5 C 1.057 -0.021 -0.149
6 H 1.663 -0.867 0.157
7 C -1.431 -0.639 -0.088
8 H 0.793 -0.118 -1.151
9 H -1.837 1.678 -0.311
10 N -0.368 0.052 0.504

Atomic forces in eV per Å
-0.903 3.402 -0.482
1.106 1.685 0.668
0.200 2.719 0.128
-0.109 0.073 1.435
-1.576 -1.590 1.345
-1.062 -1.298 0.197
-3.122 -3.719 -1.732
0.356 0.382 -1.854
0.217 -1.562 -0.057
4.893 -0.092 0.353

Results
DFT total energy: -172.260742 hartree
Energy above the lowest of the compared OMol25 structures with the same formula, charge and spin: 257.0 kJ/mol
Charge: +1
E_HOMO: -16.645 eV
F_max: 5.15 eV Å⁻¹
LUMO: -4.099 eV
Frontier orbital gap: 0.4611 hartree
SMILES: C[NH+]1C=C1

Entry 5:
C50H52BrFN2O2S | ωB97M-V with the def2-TZVPD basis set

Element x y z (Å)
1 C 1.069 2.739 -3.650
2 C 2.818 0.684 -1.153
3 H 2.809 3.785 -4.444
4 H 3.752 -10.511 4.263
5 H 1.551 2.200 7.630
6 H -6.177 6.237 1.647
7 H -0.489 6.532 -10.267
8 C 0.672 0.264 7.325
9 H -1.634 4.631 1.428
10 H 1.564 1.781 -3.337
11 C -2.216 4.552 0.517
12 H 3.150 -8.439 5.473
13 H -9.912 8.329 1.776
14 C 1.996 -12.581 1.420
15 O 5.464 3.519 -3.385
16 H 2.071 -11.823 2.190
17 C 2.068 3.938 -3.628
18 C 0.120 7.399 -7.048
19 H 0.124 -11.847 0.666
20 H 0.210 2.875 -2.938
21 C -1.604 -3.414 3.205
22 H -1.540 -5.518 3.630
23 C -3.601 4.465 0.583
24 C -0.545 7.092 -9.340
25 H -9.331 9.497 -0.325
26 C 0.330 -2.504 2.100
27 C 1.381 1.392 6.928
28 C -4.347 4.369 -0.586
29 C 0.242 -4.850 2.636
30 C -8.084 7.206 1.837
31 H 1.718 -15.295 -1.315
32 C 1.273 1.510 0.852
33 H -7.173 9.035 -1.441
34 C -6.868 6.951 1.214
35 H -0.099 -1.651 6.734
36 H -5.428 4.307 -0.534
37 C 0.189 6.680 -8.235
38 C -1.578 4.538 -0.718
39 N 3.584 3.088 -1.709
40 C 2.000 2.548 0.179
41 H 0.640 1.859 1.706
42 H -0.497 4.608 -0.770
43 H -1.930 8.537 -10.117
44 C 2.995 -13.537 1.285
45 C 1.650 0.449 4.730
46 H 0.650 2.586 -4.671
47 N 1.233 0.185 0.617
48 H 3.677 -15.255 0.193
49 C 0.451 -0.770 6.424
50 H 0.759 -1.479 4.421
51 C 0.901 -12.596 0.565
52 C -0.680 8.532 -6.968
53 C 3.301 -8.416 4.400
54 C 1.797 -14.531 -0.550
55 H 3.464 5.071 -2.407
56 H -8.342 6.688 2.754
57 H 4.087 -10.460 1.813
58 H 2.053 -1.326 -0.636
59 C -7.427 8.524 -0.519
60 C -8.640 8.783 0.107
61 C 3.357 -7.192 2.329
62 H 2.032 0.519 3.717
63 H -2.587 -3.277 3.642
64 H -0.055 -13.585 -1.085
65 H -4.099 4.473 1.545
66 C 0.916 -3.764 2.089
67 H 0.691 7.075 -6.186
68 H 3.252 -6.259 1.786
69 H 1.989 4.571 -1.543
70 C -2.323 4.433 -1.885
71 H 3.851 -13.523 1.950
72 H 0.816 5.798 -8.299
73 O 4.130 1.612 -3.826
74 C -0.932 -2.330 2.654
75 H -4.291 4.274 -2.730
76 C -1.352 8.219 -9.257
77 H -5.590 7.414 -0.449
78 H 3.452 0.250 -1.962
79 C -3.709 4.351 -1.820
80 H -0.729 9.096 -6.044
81 C 3.638 -9.580 3.720
82 C 3.157 -7.222 3.704
83 C 3.691 -8.356 1.648
84 C 2.897 -14.511 0.299
85 C 2.770 4.201 -2.253
86 C 0.801 -13.572 -0.419
87 H 0.291 0.192 8.337
88 H 0.855 -1.652 1.676
89 C 2.028 -0.245 -0.385
90 H -1.824 4.416 -2.847
91 H 2.890 -6.315 4.234
92 C 1.873 1.482 5.632
93 C -1.419 8.941 -8.071
94 S 4.686 2.456 -2.797
95 C -1.016 -4.673 3.198
96 H 1.900 -3.901 1.654
97 Br 1.003 5.556 -4.113
98 C 0.936 -0.677 5.125
99 H -1.392 -1.348 2.656
100 C 3.829 -9.551 2.344
101 H 1.930 3.609 0.497
102 H 2.432 2.359 5.324
103 H -2.047 9.822 -8.007
104 H 3.844 -8.333 0.576
105 C -6.540 7.611 0.036
106 H 0.698 -5.833 2.625
107 C 2.844 2.111 -0.949
108 F 5.721 1.573 -1.910
109 C -8.967 8.125 1.286

Atomic forces in eV per Å
-0.093 -0.378 0.463
0.529 0.010 -0.458
-0.489 0.399 0.627
-0.006 0.038 -0.019
0.002 -0.033 -0.023
-0.013 0.033 -0.025
-0.008 0.019 0.034
0.008 0.008 -0.031
-0.030 0.001 -0.028
-0.233 0.932 -0.421
0.015 -0.005 0.001
0.006 0.002 -0.043
0.037 -0.016 -0.025
-0.001 -0.035 -0.001
-0.719 -0.402 1.895
-0.030 -0.022 -0.037
-0.504 -1.111 -0.081
0.010 0.066 0.013
0.035 -0.034 0.005
0.759 0.131 -0.604
0.027 0.026 -0.014
0.024 0.031 -0.026
0.011 0.020 -0.041
-0.005 0.003 0.035
0.026 -0.030 0.019
0.170 -0.065 -0.127
-0.004 -0.025 -0.009
-0.008 -0.001 0.008
0.035 -0.022 -0.003
0.024 0.008 -0.018
0.010 0.034 0.024
-0.172 1.643 0.457
-0.003 -0.015 0.038
-0.039 0.027 -0.031
0.018 0.034 -0.028
0.045 0.005 0.001
-0.025 0.015 -0.007
-0.044 -0.032 0.003
-0.282 -1.866 0.338
0.836 -1.973 -1.464
0.531 -0.430 -0.774
-0.033 0.002 -0.016
0.031 -0.011 0.036
-0.034 0.017 -0.022
-0.027 0.016 0.044
0.373 0.228 0.748
1.099 0.705 -1.041
-0.039 0.026 0.010
0.008 0.060 0.015
0.033 0.025 0.069
-0.005 -0.013 -0.009
-0.017 -0.025 -0.049
-0.014 0.005 -0.025
-0.002 0.034 0.015
-0.581 -0.833 0.190
0.012 0.029 -0.029
0.006 0.049 0.003
-0.052 0.891 0.283
-0.017 -0.009 0.040
0.024 -0.016 0.002
-0.018 -0.032 0.049
-0.012 -0.029 0.028
0.035 -0.012 -0.019
0.032 0.001 0.029
0.024 -0.005 -0.030
-0.139 -0.023 0.082
-0.051 0.113 -0.227
0.000 -0.036 0.021
0.857 -0.854 -0.214
0.014 -0.008 -0.021
-0.031 -0.009 -0.022
-0.021 0.035 0.011
-0.146 -0.375 1.998
-0.067 -0.110 -0.052
0.024 0.000 0.038
0.010 0.002 0.006
-0.038 -0.012 0.027
-0.712 0.369 0.740
0.020 0.002 0.038
-0.002 -0.024 -0.031
-0.012 0.010 -0.018
0.024 -0.008 -0.028
-0.009 0.008 0.009
0.001 -0.003 0.001
0.054 2.122 -1.296
0.034 -0.007 0.016
0.018 0.006 -0.039
-0.204 -0.173 0.138
0.482 2.052 -0.309
-0.016 0.042 0.032
0.017 -0.026 -0.023
-0.022 0.003 -0.016
0.014 -0.019 0.013
2.013 0.835 -3.392
0.006 0.016 0.007
-0.025 0.008 0.022
0.699 -0.613 0.465
0.057 0.007 0.044
0.043 -0.019 0.004
0.034 0.031 0.021
0.011 -1.015 -0.220
-0.021 -0.033 0.021
0.026 -0.034 -0.008
-0.006 -0.006 0.044
0.017 -0.021 -0.002
-0.032 0.023 0.008
-2.211 -1.489 2.658
-1.983 1.149 -0.484
0.000 -0.007 -0.008

Results
DFT total energy: -5268.457652 hartree
Charge: 0
E_HOMO: -9.212 eV
F_max: 4.03 eV Å⁻¹
LUMO: -0.088 eV
Frontier orbital gap: 0.3353 hartree
SMILES: C[C@@H](Br)CN(c1ccncc1)S(=O)(=O)F.c1ccccc1.c1ccccc1.c1ccccc1.c1ccccc1.c1ccccc1.c1ccccc1.c1ccccc1

Entry 6:
C5H6O2 | ωB97M-V with the def2-TZVPD basis set

Element x y z (Å)
1 C 0.558 -0.342 -0.888
2 O -1.545 0.033 1.376
3 C -0.634 -1.162 -0.562
4 H 2.490 1.326 1.064
5 C -1.304 0.165 0.198
6 H -0.718 -1.759 1.250
7 H 1.228 2.599 0.649
8 H -1.754 0.885 -0.491
9 C 0.909 0.704 -0.144
10 O -0.493 -2.157 0.385
11 H 0.857 -0.374 -1.931
12 C 1.578 1.582 0.541
13 H -1.174 -1.500 -1.448

Atomic forces in eV per Å
0.660 0.984 -0.708
0.634 0.924 -0.508
-0.919 2.503 2.120
-0.044 -0.173 0.035
-2.410 -4.070 -0.509
-0.026 -0.031 -0.269
-0.032 0.075 -0.052
0.444 0.701 0.288
1.389 -1.230 -0.852
0.052 -0.359 0.140
0.516 0.172 0.027
-0.255 0.413 0.161
-0.009 0.092 0.127

Results
DFT total energy: -344.477118 hartree
Energy above the lowest of the compared OMol25 structures with the same formula, charge and spin: 327.6 kJ/mol
Charge: 0
E_HOMO: -9.468 eV
F_max: 4.76 eV Å⁻¹
LUMO: 0.279 eV
Frontier orbital gap: 0.3582 hartree
SMILES: C=C=C[C@@H](O)C=O